Entry from the Open Molecules 2025 dataset: a structure of composition C6H10O (ωB97M-V/def2-TZVPD).

Positions of all 17 atoms, in Å:
C 2.0327 0.3172 0.1854
O 0.8610 -0.8247 1.0277
C 0.1661 -1.1936 -0.1351
C -1.1467 -1.1672 0.4508
C -1.6731 0.2271 0.5325
C -0.7727 1.0364 -0.4252
C 0.2582 0.0457 -0.9350
H 2.6325 0.0331 1.0584
H 1.8311 1.3861 0.2454
H 2.6140 0.0568 -0.7016
H 0.5209 -2.1220 -0.6011
H -1.7363 -2.0362 0.7336
H -2.7121 0.2458 0.1761
H -1.6935 0.6106 1.5614
H -1.3739 1.4382 -1.2493
H -0.3134 1.9001 0.0734
H 0.5052 0.0467 -1.9975

Values from the calculation:
Gap between HOMO and LUMO (spin up / spin down), eV: 7.47 / 8.35
Lowest unoccupied orbital energy (spin up / spin down), eV: 0.0101 / 0.6250
Largest force on an atom, eV/Å: 1.41
Spin multiplicity: 1
HOMO (spin up / spin down), eV: -7.5 / -7.7

***

Entry from the Open Molecules 2025 dataset: an isolated molecule of C6H10O (ωB97M-V/def2-TZVPD).

Positions of all 17 atoms, in Å:
C -0.8784 -0.3114 -0.6980
C -1.9185 -0.8317 0.1764
C 0.6019 -0.6030 -0.2430
C 0.1470 0.7101 0.0301
C 1.1242 -1.3448 0.9380
C 0.5330 1.9950 -0.5625
O -1.7249 -0.7494 1.3499
H -1.1621 -0.3489 -1.8278
H -2.7810 -1.1158 -0.4987
H 1.1326 -0.6375 -1.2455
H -0.1582 1.0710 0.9919
H 2.2144 -1.3388 1.0623
H 0.7821 -2.3718 1.0636
H 0.5215 -0.8825 1.6157
H 1.4283 2.5229 -0.3427
H -0.3645 2.4638 -0.1621
H 0.5027 1.7727 -1.6477

Values from the calculation:
Gap between HOMO and LUMO, eV: 10.57
Lowest unoccupied orbital energy, eV: 1.0549
Largest force on an atom, eV/Å: 3.59
Spin multiplicity: 1
HOMO, eV: -9.5

***

Entry from the Open Molecules 2025 dataset: an isolated molecule of C6H10O (ωB97M-V/def2-TZVPD).

Positions of all 17 atoms, in Å:
C -2.1024 -0.3108 0.0595
C -1.0951 0.7843 -0.2199
C -0.0107 1.1575 0.7478
C 0.3340 0.4032 -0.5095
C 0.9224 -0.9938 -0.3795
C 2.3256 -0.6187 0.0489
O 3.2083 -0.3002 -0.7089
H -3.1252 0.0242 -0.1319
H -2.0564 -0.6774 1.0901
H -1.9002 -1.1561 -0.6056
H -1.4670 1.6115 -0.8234
H 0.3071 2.1913 0.8307
H 0.0250 0.5979 1.6813
H 0.8350 0.9551 -1.3004
H 0.9101 -1.5465 -1.3267
H 0.4391 -1.5991 0.3982
H 2.4504 -0.5223 1.1493

Values from the calculation:
Gap between HOMO and LUMO, eV: 10.61
Lowest unoccupied orbital energy, eV: 1.0573
Largest force on an atom, eV/Å: 0.46
Spin multiplicity: 1
HOMO, eV: -9.6

***

Entry from the Open Molecules 2025 dataset: an isolated molecule of C6H10O (ωB97M-V/def2-TZVPD).

Positions of all 17 atoms, in Å:
C -0.6722 -1.4966 -0.2153
C 0.3312 -0.3606 -0.5895
C -1.3759 -0.4377 0.6975
C -0.3846 0.5650 0.3190
C 1.8038 -0.7111 -0.3076
C -0.4126 2.0552 0.3048
O -0.4870 -0.0467 1.6715
H -1.3624 -1.7157 -0.9780
H -0.4849 -2.3572 0.3297
H 0.1980 -0.1371 -1.6387
H -2.4519 -0.1915 0.7009
H 2.0320 -1.0988 0.6025
H 2.5078 0.1605 -0.5202
H 1.9921 -1.4088 -1.0677
H -0.6001 2.2551 -0.7785
H 0.5588 2.3777 0.5836
H -1.1924 2.5482 0.8859

Values from the calculation:
Gap between HOMO and LUMO, eV: 10.45
Lowest unoccupied orbital energy, eV: 1.0735
Largest force on an atom, eV/Å: 4.55
Spin multiplicity: 1
HOMO, eV: -9.4

***

Entry from the Open Molecules 2025 dataset: an isolated molecule of C6H10O (ωB97M-V/def2-TZVPD).

Positions of all 17 atoms, in Å:
C -0.8177 -1.8367 0.2423
C -0.6267 -0.3830 0.5179
C -1.1937 0.4567 -0.3728
C -0.0569 0.8785 -1.2620
C 1.1634 0.9645 -0.3282
C 0.7575 0.1216 0.9030
O 0.7374 0.8682 2.1121
H -0.3684 -2.5352 0.9447
H -0.2561 -1.8852 -0.7207
H -1.8473 -2.1056 0.0012
H -2.2022 0.3218 -0.7620
H -0.1971 1.7000 -1.9621
H 0.0584 -0.0690 -1.8442
H 2.0595 0.5689 -0.8116
H 1.3762 1.9904 -0.0165
H 1.4616 -0.6919 1.1088
H -0.0092 1.4812 2.0598

Values from the calculation:
Gap between HOMO and LUMO, eV: 9.32
Lowest unoccupied orbital energy, eV: 0.8549
Largest force on an atom, eV/Å: 0.71
Spin multiplicity: 1
HOMO, eV: -8.5

***

Entry from the Open Molecules 2025 dataset: an isolated molecule of C6H10O (ωB97M-V/def2-TZVPD).

Positions of all 17 atoms, in Å:
C 2.0313 -0.5472 -0.1142
C 0.6030 -0.5117 -0.6340
O -0.1807 -1.4385 0.1232
C -1.4982 -0.9435 0.2420
C -1.4248 0.5575 0.1711
C -0.3444 1.3567 0.8645
C -0.1133 0.8289 -0.5168
H 2.4395 -1.5601 -0.1748
H 2.0870 -0.2184 0.9295
H 2.6571 0.1180 -0.7160
H 0.5888 -0.8143 -1.6916
H -2.1981 -1.1548 -0.6179
H -1.9552 -1.4099 1.1194
H -2.3742 0.8682 -0.2665
H 0.2354 0.9233 1.6815
H -0.4769 2.4306 0.9573
H -0.0760 1.5153 -1.3567

Values from the calculation:
Gap between HOMO and LUMO, eV: 10.70
Lowest unoccupied orbital energy, eV: 1.1210
Largest force on an atom, eV/Å: 1.27
Spin multiplicity: 1
HOMO, eV: -9.6

***

Entry from the Open Molecules 2025 dataset: an isolated molecule of C6H10O (ωB97M-V/def2-TZVPD).

Positions of all 17 atoms, in Å:
C 1.0358 0.0368 0.9365
C -0.3455 0.4651 1.4863
O -1.2586 0.7997 0.4692
C -1.5877 -0.3006 -0.3457
C -0.4747 -0.8720 -1.1998
C 0.6850 -0.2705 -1.4573
C 1.2094 0.8251 -0.5506
H 1.0633 -0.9811 0.5724
H 1.6760 -0.0384 1.8446
H -0.8168 -0.2773 2.1619
H -0.2159 1.3793 2.0785
H -2.0545 -1.0865 0.2717
H -2.3529 0.0795 -1.0315
H -0.6537 -1.8767 -1.5775
H 1.3928 -0.7673 -2.1239
H 0.5375 1.6921 -0.5521
H 2.1605 1.1927 -0.9825

Values from the calculation:
Gap between HOMO and LUMO, eV: 10.11
Lowest unoccupied orbital energy, eV: 1.1019
Largest force on an atom, eV/Å: 1.52
Spin multiplicity: 1
HOMO, eV: -9.0

***

Entry from the Open Molecules 2025 dataset: a cluster of 2 separate species, C6H10O in total (ωB97M-V/def2-TZVPD).

Positions of all 17 atoms, in Å:
C 0.9412 -1.0814 -0.7968
C 0.5079 0.7847 2.1275
C 0.6943 -0.4992 1.8924
C -0.0795 -0.3025 -1.1932
C -1.5359 -0.8234 -1.2837
C 0.1388 1.1458 -1.0531
O 1.9554 -1.6658 -0.8064
H 1.4030 1.4244 2.2246
H -0.4320 1.2935 2.2376
H 1.7655 -0.7754 1.7699
H 0.0237 -1.2715 2.0103
H -1.9146 -0.8828 -0.2889
H -1.7262 -1.6790 -1.8228
H -2.0501 -0.0242 -1.7487
H -0.8843 1.5211 -0.9190
H 0.4193 1.3921 -2.0445
H 0.7734 1.4438 -0.3051

Values from the calculation:
Gap between HOMO and LUMO, eV: 8.97
Lowest unoccupied orbital energy, eV: 0.9443
Largest force on an atom, eV/Å: 3.58
Spin multiplicity: 1
HOMO, eV: -8.0

***

Entry from the Open Molecules 2025 dataset: an isolated molecule of C6H10O (ωB97M-V/def2-TZVPD).

Positions of all 17 atoms, in Å:
O -2.4620 0.8276 0.6348
C -2.7764 1.4413 -0.4878
C -1.5094 -0.1713 0.0407
C -0.1544 0.1768 0.5605
C 0.8905 -0.8591 0.2497
C 1.6087 -0.8322 -1.0707
C 2.3235 -0.4277 0.1880
H -3.8886 1.4811 -0.4866
H -1.9722 -1.0713 0.4305
H -1.5159 -0.2647 -1.0676
H -0.2772 0.3107 1.6378
H 0.1281 1.1516 0.1370
H 0.6975 -1.8416 0.6779
H 1.8791 -1.7780 -1.5313
H 1.3395 -0.0497 -1.7764
H 3.0789 -1.0922 0.5940
H 2.5285 0.6298 0.3373

Values from the calculation:
Gap between HOMO and LUMO, eV: 8.69
Lowest unoccupied orbital energy, eV: 0.6107
Largest force on an atom, eV/Å: 2.13
Spin multiplicity: 1
HOMO, eV: -8.1

***

Entry from the Open Molecules 2025 dataset: an isolated molecule of C6H10O (ωB97M-V/def2-TZVPD).

Positions of all 17 atoms, in Å:
O 1.7430 -1.2726 1.8206
C 2.2270 -0.9672 0.7565
C 1.6129 0.0030 -0.2269
C 0.3579 0.6989 0.3073
C -0.7875 0.7187 -0.6809
C -1.4764 -0.5756 -1.0137
C -2.1836 0.4663 -0.1917
H 3.1809 -1.4298 0.4246
H 2.3948 0.7041 -0.5468
H 1.3753 -0.5918 -1.1218
H 0.5961 1.7210 0.6253
H 0.0422 0.1621 1.2094
H -0.6847 1.4246 -1.5044
H -1.8060 -0.7384 -2.0360
H -1.1332 -1.4748 -0.5056
H -3.0083 1.0108 -0.6417
H -2.3054 0.2643 0.8698

Values from the calculation:
Gap between HOMO and LUMO, eV: 10.89
Lowest unoccupied orbital energy, eV: 1.0830
Largest force on an atom, eV/Å: 0.53
Spin multiplicity: 1
HOMO, eV: -9.8

***

Entry from the Open Molecules 2025 dataset: a cluster of 2 separate species, C6H10O in total (ωB97M-V/def2-TZVPD).

Positions of all 17 atoms, in Å:
C 1.5349 -0.6339 -0.2147
C 0.6918 0.4208 0.4831
C 0.0459 1.5454 -0.3735
C -1.3168 1.2224 0.2534
O -2.0198 0.2350 -0.5509
C -1.5555 -0.8295 0.1032
C -0.7214 0.0504 1.0449
H 1.7820 -1.4574 0.4641
H 2.4747 -0.1916 -0.5657
H 1.0183 -1.0605 -1.0804
H 1.2680 0.8679 1.3001
H 0.4186 2.5501 -0.1616
H 0.0589 1.3775 -1.4551
H -1.9834 2.0057 0.6159
H -0.1703 -3.3017 -1.1492
H -0.6667 -2.8313 -0.8426
H -0.8202 -0.1327 2.1155

Values from the calculation:
Gap between HOMO and LUMO, eV: 9.34
Lowest unoccupied orbital energy, eV: 0.8568
Largest force on an atom, eV/Å: 0.32
Spin multiplicity: 1
HOMO, eV: -8.5

***

Entry from the Open Molecules 2025 dataset: a structure of composition C6H10O (ωB97M-V/def2-TZVPD).

Positions of all 17 atoms, in Å:
C -0.6782 -1.9145 1.6742
C -1.1099 -2.2831 0.4732
C 1.2244 -0.0037 0.7126
C 1.0485 1.3866 0.2634
C 0.8914 1.7182 -1.2242
C -0.5023 1.0998 -1.0956
O -0.3478 0.8929 0.3493
H -1.0057 -0.9909 2.1434
H 0.0488 -2.5008 2.2303
H -0.7586 -3.1903 -0.0136
H -1.8150 -1.6686 -0.0840
H 1.2841 -0.6469 -0.1892
H 1.2631 2.1900 0.9689
H 0.8843 2.7870 -1.4481
H 1.5931 1.1973 -1.8791
H -1.3381 1.7808 -1.2823
H -0.6821 0.1462 -1.5991

Values from the calculation:
Gap between HOMO and LUMO, eV: 9.01
Lowest unoccupied orbital energy, eV: 0.8376
Largest force on an atom, eV/Å: 0.36
Spin multiplicity: 1
HOMO, eV: -8.2